Entry 1:
DFT (ωB97M-V/def2-TZVPD) results for a cluster of 2 separate species, C6H17NO2P in total at a distorted geometry.

```
! wB97M-V def2-TZVPD RIJCOSX def2/J DEFGRID3
* xyz 1 1
C 2.7223 0.0788 0.8118
C 0.1231 -2.9688 -1.3434
C -0.1487 2.6350 -1.7931
C 0.5900 -1.5549 -1.2153
C 0.7743 2.5464 -0.5677
C -1.7342 -0.8433 2.6362
N -2.7570 -0.9773 1.5987
O 0.3869 -1.1224 0.1232
O 0.3205 1.3716 0.1789
P 1.0113 0.1213 0.9539
H 3.3608 0.9235 1.0235
H 3.3262 -0.7545 0.9917
H 0.6356 -3.6148 -0.8028
H -0.9286 -2.9123 -1.1200
H 0.2298 -3.0996 -2.4413
H -0.2435 1.5025 -2.1469
H -1.1655 3.0420 -1.5289
H 0.2560 3.1194 -2.6020
H 0.1183 -0.9228 -1.9538
H 1.7123 -1.4655 -1.5057
H 0.9231 3.3964 0.0166
H 1.7169 2.2677 -0.9263
H -1.3145 -1.7854 2.7679
H -2.2126 -0.4458 3.4898
H -3.1020 -0.1960 1.2667
H -3.5724 -1.5473 1.9741
H -2.4261 -1.5280 0.7896
*
```

LUMO level (spin up / spin down), eV: -5.063 / -3.821
Calculated total energy, eV: -21360.056
HOMO-LUMO gap (spin up / spin down), eV: 5.90 / 8.53

Charges obtained by Löwdin population analysis, quoted in units of e: C -0.11; C -0.05; C -0.05; C -0.31; C -0.23; C 0.04; N 0.14; O -0.37; O -0.36; P 0.82; H 0.02; H 0.00; H 0.03; H 0.07; H 0.11; H 0.11; H 0.09; H 0.04; H 0.10; H 0.15; H 0.10; H 0.09; H 0.04; H 0.06; H 0.08; H 0.20; H 0.16



Entry 2:
DFT (ωB97M-V/def2-TZVPD) results for a cluster of 3 separate species, C6H17NO3 in total at a distorted geometry.

```
! wB97M-V def2-TZVPD RIJCOSX def2/J DEFGRID3
* xyz 0 1
N 1.6643 2.8808 1.9562
C 0.3999 2.1926 1.8560
C 0.1045 1.4311 0.7797
C -1.0595 0.6845 0.6942
C -0.7565 -0.5739 -0.1472
C -0.7688 -0.3339 -1.6912
C -1.8988 0.5193 -2.3578
O -3.0495 -0.0894 -2.7571
H 2.0405 2.7708 0.9509
H 2.2665 2.4054 2.6030
H -0.4044 2.5683 2.5794
H 0.7971 1.3611 -0.1133
H -1.5908 0.3871 1.5684
H -1.9474 1.2183 0.1572
H 0.1111 -1.0202 0.2920
H -1.4472 -1.5039 -0.0826
H -0.8183 -1.2628 -2.2617
H 0.2695 -0.0559 -2.1035
H -1.4912 0.9896 -3.2225
H -2.1785 1.3733 -1.6380
H -3.3431 -0.8943 -2.3197
O 1.0573 -2.3165 2.4443
H 1.0559 -3.2235 2.1729
H 1.9255 -1.9788 2.3923
O 3.1188 -2.7150 -0.4397
H 2.5518 -2.9987 -1.0550
H 3.3917 -1.8154 -0.2569
*
```

LUMO level, eV: 0.403
Calculated total energy, eV: -14127.095
SMILES: N/C=C/CCCCO.O.O
HOMO-LUMO gap, eV: 8.78

Charges obtained by Löwdin population analysis, quoted in units of e: N -0.02; C -0.19; C -0.17; C -0.27; C -0.20; C -0.18; C -0.31; O -0.05; H 0.10; H 0.05; H 0.14; H 0.13; H 0.11; H 0.13; H 0.07; H 0.13; H 0.09; H 0.12; H 0.10; H 0.11; H 0.10; O -0.03; H 0.03; H 0.01; O 0.00; H -0.04; H 0.05



Entry 3:
DFT (ωB97M-V/def2-TZVPD) results for a structure of composition C6H17NO3Rb at a distorted geometry.

```
! wB97M-V def2-TZVPD RIJCOSX def2/J DEFGRID3
* xyz 1 1
Rb 5.0775 10.6721 -7.3087
C 0.3341 7.6428 -1.6789
O 1.1847 7.6214 -2.8738
C 2.5404 7.2302 -2.5655
C 3.2035 8.0396 -1.4281
N 3.4506 9.3957 -1.9451
C 4.6545 9.9201 -1.1680
C 4.9688 11.3524 -1.4580
O 5.4363 11.4239 -2.7847
C 6.0234 12.6438 -3.0992
H 0.4970 8.4565 -0.9722
H 0.3021 6.6834 -1.1626
H -0.7154 7.8270 -1.9085
H 3.1309 7.2940 -3.4795
H 2.6039 6.2030 -2.2065
H 4.1591 7.5812 -1.1733
H 2.6280 8.0948 -0.5041
H 2.6459 9.9651 -1.7254
H 5.5895 9.3938 -1.3601
H 4.3516 9.8487 -0.1234
H 5.7169 11.7283 -0.7601
H 4.0862 11.9842 -1.3578
H 5.2419 13.4031 -3.0674
H 6.3833 12.4763 -4.1144
H 6.8870 12.9625 -2.5155
O 0.1735 8.6892 -8.5848
H 0.3705 7.7539 -8.5337
H -0.7426 8.7566 -8.3160
*
```

LUMO level, eV: -4.037
Calculated total energy, eV: -14778.207
HOMO-LUMO gap, eV: 7.12

Charges obtained by Löwdin population analysis, quoted in units of e: Rb 0.94; C -0.09; O -0.18; C -0.21; C -0.23; N -0.04; C -0.19; C -0.24; O -0.20; C -0.12; H 0.07; H 0.09; H 0.08; H 0.11; H 0.11; H 0.12; H 0.11; H 0.10; H 0.12; H 0.12; H 0.13; H 0.13; H 0.09; H 0.08; H 0.10; O -0.06; H 0.03; H 0.04



Entry 4:
DFT (ωB97M-V/def2-TZVPD) results for a cluster of 2 separate species, C6H17NS in total at a distorted geometry.

```
! wB97M-V def2-TZVPD RIJCOSX def2/J DEFGRID3
* xyz 0 1
C -2.8339 1.4039 1.1543
C -1.7092 1.9630 2.0262
C -0.3302 1.8357 1.4135
S 0.1367 -0.0755 1.6983
H -3.0376 2.1047 0.3339
H -3.7215 1.2809 1.7734
H -2.5865 0.4781 0.6420
H -1.8831 3.0274 2.2210
H -1.6598 1.4267 2.9716
H 0.4456 2.3581 1.9677
H -0.1867 1.9593 0.3439
H 0.8056 -0.3266 0.4107
C 1.5016 -2.8713 -0.1995
C 1.6102 -1.8808 -1.3480
N 0.8956 -0.6163 -1.1462
C 1.0591 0.3405 -2.2494
H 0.4592 -3.0805 0.0391
H 1.9578 -3.7911 -0.5601
H 2.0086 -2.5315 0.7009
H 2.6577 -1.5912 -1.4846
H 1.3097 -2.3715 -2.2858
H -0.0895 -0.7871 -0.9637
H 2.1118 0.4500 -2.4947
H 0.6307 1.2651 -1.8583
H 0.4479 0.0301 -3.1063
*
```

LUMO level, eV: 0.859
Calculated total energy, eV: -18822.030
SMILES: CCCS.CCNC
HOMO-LUMO gap, eV: 8.96

Charges obtained by Löwdin population analysis, quoted in units of e: C -0.13; C -0.37; C -0.43; S 0.56; H 0.07; H 0.07; H 0.05; H 0.10; H 0.08; H 0.05; H 0.04; H -0.13; C -0.10; C -0.29; N -0.23; C -0.09; H 0.07; H 0.07; H 0.07; H 0.11; H 0.11; H 0.09; H 0.08; H 0.07; H 0.08



Entry 5:
DFT (ωB97M-V/def2-TZVPD) results for a structure of composition C6H17O10Zn at a distorted geometry.

```
! wB97M-V def2-TZVPD RIJCOSX def2/J DEFGRID3
* xyz -1 1
Zn -14.6518 13.3033 12.2806
C -12.7900 10.0282 12.8863
C -14.2350 10.1647 12.3893
O -14.9532 9.1633 12.4218
O -14.5468 11.2994 11.9062
H -12.2586 10.9809 12.9135
H -12.1984 9.3614 12.2598
H -12.7633 9.5993 13.8956
C -17.7749 13.9825 9.4689
C -16.4093 14.5232 9.8936
O -15.7243 13.7598 10.6511
O -16.0928 15.6462 9.4869
H -18.4680 13.8512 10.3006
H -17.6632 12.9898 9.0171
H -18.1975 14.5972 8.6755
C -11.2858 15.2684 12.5448
C -11.6214 14.1942 11.4832
O -12.8619 13.8471 11.4801
O -10.7390 13.7442 10.7634
H -12.0257 15.2355 13.3474
H -11.2602 16.2551 12.0891
H -10.3362 14.9881 13.0089
O -13.5470 12.9659 14.1737
H -12.9815 13.6470 14.5540
H -13.5539 12.2416 14.8091
O -14.9012 15.2519 13.1216
H -15.6948 15.6919 12.7875
H -14.6912 15.6835 13.9552
O -12.9976 11.9145 9.0427
H -13.6517 11.8082 8.3454
H -13.4773 12.3924 9.7428
O -16.3714 12.7196 13.4150
H -16.4747 11.7766 13.6028
H -17.2374 13.1187 13.5416
*
```

LUMO level, eV: 1.617
Calculated total energy, eV: -75395.092
HOMO-LUMO gap, eV: 7.02

Charges obtained by Löwdin population analysis, quoted in units of e: Zn 0.63; C -0.02; C -0.72; O -0.03; O -0.09; H 0.06; H 0.07; H 0.06; C -0.03; C -0.71; O -0.09; O -0.02; H 0.06; H 0.07; H 0.06; C -0.02; C -0.69; O -0.11; O 0.01; H 0.03; H 0.07; H 0.07; O -0.03; H 0.06; H 0.08; O -0.02; H 0.08; H 0.08; O -0.07; H 0.02; H 0.00; O -0.03; H 0.08; H 0.08



Entry 6:
DFT (ωB97M-V/def2-TZVPD) results for a cluster of 2 separate species, C6H18B3NO4 in total.

```
! wB97M-V def2-TZVPD RIJCOSX def2/J DEFGRID3
* xyz 0 1
C -0.1223 -0.2627 2.0854
C -0.5671 0.7207 0.9729
B -2.0281 1.1923 1.2478
O -2.3413 1.9482 2.3756
B -3.6277 1.9348 2.8582
O -4.4984 0.9739 2.3990
B -4.1985 0.3403 1.1922
N -4.9432 -0.7836 0.7827
O -3.1079 0.8094 0.4737
H -0.7099 -0.1526 2.9998
H 0.9210 -0.1132 2.3564
H -0.2342 -1.2949 1.7562
H 0.1379 1.5509 0.9129
H -0.5395 0.2015 0.0148
H -3.9889 2.7481 3.6442
H -5.0813 -0.9746 -0.1947
H -5.7627 -1.0059 1.3242
C 3.6276 1.0601 -1.4477
C 3.4380 -0.2782 -0.7550
O 2.0977 -0.7372 -0.7397
C 1.4914 -0.9401 -2.0039
C 2.1964 -1.9654 -2.8748
H 2.9987 1.8238 -0.9882
H 4.6695 1.3720 -1.3618
H 3.3855 1.0108 -2.5099
H 3.7088 -0.1930 0.2977
H 4.1010 -1.0308 -1.1970
H 1.3910 0.0094 -2.5426
H 0.4824 -1.2827 -1.7715
H 3.2035 -1.6486 -3.1481
H 1.6340 -2.1082 -3.7986
H 2.2662 -2.9245 -2.3602
*
```

LUMO level, eV: 0.563
Calculated total energy, eV: -18231.587
SMILES: CCB1OBOB(N)O1.CCOCC
HOMO-LUMO gap, eV: 10.31

Charges obtained by Löwdin population analysis, quoted in units of e: C -0.08; C -0.10; B -0.53; O 0.25; B -0.33; O 0.25; B -0.69; N 0.24; O 0.29; H 0.07; H 0.07; H 0.08; H 0.11; H 0.09; H 0.11; H 0.09; H 0.09; C -0.08; C -0.28; O -0.17; C -0.29; C -0.08; H 0.08; H 0.08; H 0.07; H 0.12; H 0.11; H 0.11; H 0.11; H 0.07; H 0.08; H 0.08



Entry 7:
DFT (ωB97M-V/def2-TZVPD) results for a structure of composition C6H18BF4N4Rh.

```
! wB97M-V def2-TZVPD RIJCOSX def2/J DEFGRID3
* xyz 2 5
Rh -0.0711 0.0402 -1.1385
N -1.3771 1.7574 -0.6318
C -1.8727 1.6445 0.7635
C -0.6884 1.4280 1.6733
N 0.0660 0.2013 1.2965
C 1.5147 0.3445 1.5982
C 2.3863 -0.5003 0.6986
N 2.0993 -0.1491 -0.7156
C -0.5444 -1.0027 1.9276
C -0.5628 -2.2009 1.0077
N -1.1449 -1.7840 -0.2764
H -0.8430 2.6179 -0.7486
H -2.1452 1.8108 -1.2995
H -2.5807 0.8171 0.8089
H -2.4054 2.5456 1.0671
H -1.0235 1.3694 2.7111
H -0.0196 2.2868 1.6055
H 1.7167 0.0956 2.6430
H 1.7859 1.3928 1.4647
H 2.2122 -1.5643 0.8305
H 3.4315 -0.3124 0.9415
H 2.4869 -0.8403 -1.3567
H 2.5385 0.7378 -0.9609
H -1.5716 -0.7532 2.1988
H -0.0201 -1.2475 2.8535
H -1.1375 -3.0053 1.4693
H 0.4329 -2.5929 0.8156
H -2.1306 -1.5485 -0.1898
H -1.0657 -2.4892 -1.0046
F 1.2920 -0.2865 -4.7324
B 0.2748 0.4532 -4.3843
F -0.8341 0.5685 -5.0525
F 0.4171 1.2123 -3.2480
F -0.6162 -1.0465 -2.6354
*
```

LUMO level (spin up / spin down), eV: -6.242 / -10.253
<S²>: 6.0092
Calculated total energy, eV: -27016.709
HOMO-LUMO gap (spin up / spin down), eV: 10.97 / 7.97

Charges obtained by Löwdin population analysis, quoted in units of e: Rh 1.41; N -0.03; C -0.19; C -0.16; N -0.20; C -0.15; C -0.18; N -0.02; C -0.14; C -0.18; N -0.01; H 0.12; H 0.13; H 0.12; H 0.14; H 0.15; H 0.13; H 0.15; H 0.13; H 0.11; H 0.14; H 0.13; H 0.12; H 0.13; H 0.15; H 0.14; H 0.11; H 0.12; H 0.11; F 0.31; B -0.85; F 0.32; F 0.12; F -0.40



Entry 8:
DFT (ωB97M-V/def2-TZVPD) results for a cluster of 2 separate species, C6H18FO6P2S in total.

```
! wB97M-V def2-TZVPD RIJCOSX def2/J DEFGRID3
* xyz -1 1
O 1.3703 -1.0655 2.0154
P 0.3347 -1.7936 1.2338
O -0.2989 -3.0134 2.1251
O 1.0497 -2.6568 0.0467
P -1.1826 -0.2881 0.3644
C -2.2231 1.1555 -0.3558
C -1.6210 1.7082 -1.6112
F -2.2668 2.9070 -2.0273
O -1.4897 -1.2565 -1.0368
C -2.1586 -2.4494 -0.7500
C -2.9805 -2.2260 0.5402
O -2.5499 -1.0329 1.1269
H -0.4167 -2.6632 3.0165
H 1.5709 -1.9873 -0.4297
H 0.0117 0.2197 -0.2574
H -0.9500 0.4239 1.5877
H -3.2510 0.8419 -0.5506
H -2.2598 1.9440 0.4032
H -0.5692 1.9694 -1.4815
H -1.7139 0.9999 -2.4353
H -2.7983 -2.7125 -1.5985
H -1.4502 -3.2745 -0.6044
H -4.0610 -2.1929 0.3487
H -2.8130 -3.0658 1.2269
C 4.5244 1.8874 -0.6051
S 3.3140 1.0565 0.4445
O 2.7017 0.0219 -0.4203
C 2.1466 2.4187 0.5139
H 5.3152 1.1699 -0.8150
H 4.0422 2.1910 -1.5343
H 4.9384 2.7509 -0.0822
H 1.8223 2.6664 -0.4970
H 2.6153 3.2764 0.9983
H 1.2968 2.0699 1.1000
*
```

LUMO level, eV: 2.627
Calculated total energy, eV: -50931.676
HOMO-LUMO gap, eV: 6.88

Charges obtained by Löwdin population analysis, quoted in units of e: O -0.40; P 0.42; O -0.20; O -0.20; P 0.48; C -0.28; C -0.27; F -0.12; O -0.33; C -0.27; C -0.28; O -0.34; H 0.06; H 0.04; H -0.01; H 0.00; H 0.08; H 0.07; H 0.08; H 0.10; H 0.10; H 0.09; H 0.10; H 0.09; C -0.28; S 0.81; O -0.56; C -0.26; H 0.04; H 0.05; H 0.04; H 0.05; H 0.05; H 0.04